[1]
# C3H2ClNOS2

The molecule C3H2ClNOS2 at a distorted geometry (ωB97M-V with the def2-TZVPD basis set, the OMol25 dataset).

Values from the calculation:
DFT total energy in eV: -40871.55618
HOMO in Ha: -0.296
SMILES string: Oc1csc(=S)n1Cl
HOMO-LUMO gap in eV: 8.319
Net charge: 0

Cartesian coordinates (Å):
O -0.2793 -1.5274 0.1750
C -0.9797 -0.4224 0.1220
C -0.6918 0.8900 -0.0495
S -2.1377 1.9122 -0.0342
C -3.2010 0.6437 0.1159
S -4.8264 0.6000 0.0651
N -2.3581 -0.6693 0.1847
Cl -3.2041 -2.1092 -0.0194
H 0.4550 -1.4362 -0.3760
H 0.2117 1.3113 -0.2399

Forces on atoms 1 to 2 (eV/Å):
O -0.42 -1.02 1.11
C -2.73 0.88 -0.63

So, what does the natural (NBO) scheme give us? The charges, in e, come out as:
1. O -0.632
2. C 0.474
3. C -0.561
4. S 0.494
5. C -0.240
6. S -0.042
7. N -0.458
8. Cl 0.235
9. H 0.494
10. H 0.236


[2]
# C3H2CoO3

A structure of composition C3H2CoO3 at a distorted geometry (ωB97M-V with the def2-TZVPD basis set, the OMol25 dataset).

Values from the calculation:
DFT total energy in eV: -46886.79864
HOMO (alpha / beta) in Ha: -0.720 / -0.835
2S+1: 6
HOMO-LUMO gap (alpha / beta) in eV: 8.674 / 9.556
Net charge: +2
Expectation value of S²: 8.77

Cartesian coordinates (Å):
O 0.1737 1.1128 1.1232
C -0.2692 1.3433 -0.0554
C 1.0171 0.0022 1.3985
O -1.0910 0.8560 -0.8136
O 0.3974 -1.3740 -0.4360
C 1.1969 -1.0082 0.5341
Co -1.2891 -1.0551 -0.9578
H 1.6407 0.1915 2.2662
H 2.1995 -1.4568 0.5252

Forces on atoms 1 to 2 (eV/Å):
O 1.16 -2.00 1.08
C -1.67 1.53 -2.01

So, what does the natural (NBO) scheme give us? The charges, in e, come out as:
1. O -0.431
2. C 0.989
3. C 0.280
4. O -0.680
5. O -0.681
6. C 0.241
7. Co 1.702
8. H 0.298
9. H 0.283


[3]
# C3H2DyLi2O3

A structure of composition C3H2DyLi2O3 at a distorted geometry (ωB97M-V with the def2-TZVPD basis set, the OMol25 dataset).

Values from the calculation:
DFT total energy in eV: -33756.57553
HOMO (alpha / beta) in Ha: -0.434 / -0.531
2S+1: 7
HOMO-LUMO gap (alpha / beta) in eV: 3.055 / 6.904
Net charge: +2
Expectation value of S²: 12.57

Cartesian coordinates (Å):
C -1.4195 -0.6447 0.1810
C -0.2014 -0.5262 0.8253
O -2.4766 -0.7647 -0.2809
H 0.2456 -1.5005 1.0084
H -0.2987 -0.0688 1.8065
Dy -2.2976 2.0801 -2.2203
Li -3.9832 0.1168 -1.5854
O 1.3426 0.5195 0.1801
C 2.3029 -0.0154 -0.3888
O 3.3208 -0.5318 -0.2014
Li 3.4651 1.3356 0.6756

Forces on atoms 1 to 2 (eV/Å):
C 4.99 0.07 3.64
C -5.75 -2.57 0.19

So, what does the Mulliken scheme give us? The charges, in e, come out as:
1. C 0.514
2. C -0.729
3. O -0.301
4. H 0.344
5. H 0.315
6. Dy 0.394
7. Li 1.026
8. O -0.373
9. C 0.332
10. O -0.392
11. Li 0.869


[4]
# C3H2F2

A structure of composition C3H2F2 at a distorted geometry (ωB97M-V with the def2-TZVPD basis set, the OMol25 dataset).

Values from the calculation:
DFT total energy in eV: -8573.53877
HOMO in Ha: -0.399
HOMO-LUMO gap in eV: 10.224
Net charge: 0

Cartesian coordinates (Å):
C -1.2042 -0.0665 0.2432
C 0.0130 0.3176 -0.2042
C 1.2948 0.3417 -0.3139
F -2.7184 -0.7260 -0.1751
F 1.9386 -0.8328 -0.1928
H -1.2334 -0.1198 1.3306
H 1.9096 1.0857 -0.6879

Forces on atoms 1 to 2 (eV/Å):
C 0.40 -0.61 0.65
C -5.61 -1.59 -0.12

So, what does the natural (NBO) scheme give us? The charges, in e, come out as:
1. C 0.242
2. C -0.164
3. C 0.236
4. F -0.392
5. F -0.313
6. H 0.199
7. H 0.192


[5]
# C3H2F2I2

A structure of composition C3H2F2I2 at a distorted geometry (ωB97M-V with the def2-TZVPD basis set, the OMol25 dataset).

Values from the calculation:
DFT total energy in eV: -24774.20345
HOMO in Ha: -0.338
HOMO-LUMO gap in eV: 9.336
Net charge: 0

Cartesian coordinates (Å):
C -1.9073 1.5591 0.9699
C -1.9333 0.3564 0.8183
C 1.3919 -1.4916 -0.1852
F 2.2431 -1.9207 -1.1354
F 1.9361 -1.7132 1.0070
I -2.6501 -1.3844 0.3602
I 1.8342 1.2237 -0.7477
H -1.9289 2.5651 0.9355
H 1.0143 0.8056 -2.0227

Forces on atoms 1 to 2 (eV/Å):
C 0.15 -3.83 -0.36
C -0.14 2.56 0.33

So, what does the natural (NBO) scheme give us? The charges, in e, come out as:
1. C -0.209
2. C -0.332
3. C 0.607
4. F -0.359
5. F -0.345
6. I 0.317
7. I -0.007
8. H 0.223
9. H 0.107


[6]
# C3H2F2O

The molecule C3H2F2O at a distorted geometry (ωB97M-V with the def2-TZVPD basis set, the OMol25 dataset).

Values from the calculation:
DFT total energy in eV: -10620.36944
HOMO in Ha: -0.365
HOMO-LUMO gap in eV: 9.290
Net charge: 0

Cartesian coordinates (Å):
C 0.5349 -1.7046 -0.0191
C -2.3455 -0.4235 -0.5246
C -0.1302 -0.3874 0.1322
O -1.4883 -0.4977 0.4619
F 1.8384 -1.5196 -0.0491
F -3.5489 -0.5865 0.0306
H 0.3604 0.2668 0.8675
H -0.0130 0.0874 -0.8611

Forces on atoms 1 to 2 (eV/Å):
C -0.06 -0.79 0.08
C -0.18 0.01 0.19

So, what does the natural (NBO) scheme give us? The charges, in e, come out as:
1. C 0.432
2. C 0.532
3. C -0.303
4. O -0.493
5. F -0.317
6. F -0.339
7. H 0.235
8. H 0.253


[7]
# C3H2F2O2

The molecule C3H2F2O2 at a distorted geometry (ωB97M-V with the def2-TZVPD basis set, the OMol25 dataset).

Values from the calculation:
DFT total energy in eV: -12672.68408
HOMO in Ha: -0.379
SMILES string: O=C(O)C=C(F)F
HOMO-LUMO gap in eV: 10.922
Net charge: 0

Cartesian coordinates (Å):
O 0.9617 -1.2166 0.8513
C -0.1081 -0.7408 0.5739
O -1.2393 -1.2399 1.1166
C -0.4157 0.4386 -0.2507
C 0.6178 0.9915 -1.0013
F 1.8217 0.5926 -0.9915
F 0.5106 1.9872 -1.8694
H -0.8690 -1.8643 1.8372
H -1.2797 1.0517 -0.2660

Forces on atoms 1 to 2 (eV/Å):
O 0.28 0.20 -0.42
C -0.66 0.39 0.61

So, what does the natural (NBO) scheme give us? The charges, in e, come out as:
1. O -0.590
2. C 0.754
3. O -0.678
4. C -0.543
5. C 0.858
6. F -0.258
7. F -0.294
8. H 0.499
9. H 0.252


[8]
# C3H2F2O3S

A structure of composition C3H2F2O3S at a distorted geometry (ωB97M-V with the def2-TZVPD basis set, the OMol25 dataset).

Values from the calculation:
DFT total energy in eV: -25549.96465
HOMO (alpha / beta) in Ha: -0.382 / -0.394
HOMO-LUMO gap (alpha / beta) in eV: 8.654 / 8.969
Net charge: 0

Cartesian coordinates (Å):
C 1.1103 0.7412 0.0663
C -0.7090 1.0673 0.6331
C 1.1239 -0.7206 -0.0850
O -2.4845 -0.9642 0.3986
O -1.6418 0.1674 -1.6147
O -0.1393 -1.2660 -0.2339
F -1.1843 2.2709 0.5415
F 1.6947 -1.3115 1.0321
S -1.4390 -0.2953 -0.2812
H 1.8982 1.3408 0.4717
H 1.7708 -1.0299 -0.9287

Forces on atoms 1 to 2 (eV/Å):
C -5.85 0.96 1.94
C 5.70 -1.16 -1.92

So, what does the natural (NBO) scheme give us? The charges, in e, come out as:
1. C -0.120
2. C 0.150
3. C 0.351
4. O -0.874
5. O -0.888
6. O -0.677
7. F -0.280
8. F -0.341
9. S 2.287
10. H 0.211
11. H 0.183


[9]
# C3H2F2O3S

The molecule C3H2F2O3S at a distorted geometry (ωB97M-V with the def2-TZVPD basis set, the OMol25 dataset).

Values from the calculation:
DFT total energy in eV: -25548.62247
HOMO (alpha / beta) in Ha: -0.318 / -0.331
HOMO-LUMO gap (alpha / beta) in eV: 8.102 / 8.564
Net charge: 0

Cartesian coordinates (Å):
C 1.0580 -1.0283 -0.4830
C 2.8302 -0.3619 1.3361
C 0.0994 0.0542 -0.0670
O 2.0240 -0.4866 -1.3377
O 3.2396 1.7258 -0.6970
O 0.9682 1.1640 0.0511
F 0.6409 -2.2524 -0.7968
F 3.7295 -1.2623 0.9139
S 2.4875 0.6341 -0.1982
H -0.6570 0.2891 -0.8309
H -0.3803 -0.1619 0.8899

Forces on atoms 1 to 2 (eV/Å):
C 0.60 -0.18 1.11
C -0.67 -0.34 -0.84

So, what does the natural (NBO) scheme give us? The charges, in e, come out as:
1. C 0.535
2. C -0.033
3. C -0.167
4. O -0.651
5. O -0.824
6. O -0.658
7. F -0.289
8. F -0.357
9. S 2.019
10. H 0.203
11. H 0.223


[10]
# C3H2F6O

The molecule C3H2F6O (ωB97M-V with the def2-TZVPD basis set, the OMol25 dataset).

Values from the calculation:
DFT total energy in eV: -21496.18382
HOMO in Ha: -0.462
SMILES string: FC(F)O[C@@H](F)C(F)(F)F
HOMO-LUMO gap in eV: 13.423
Net charge: 0

Cartesian coordinates (Å):
F -2.7039 -0.8261 -0.1773
C -1.5699 -0.2745 0.2743
F -1.8676 0.8351 0.9666
O -0.8330 0.0384 -0.8649
C 0.4331 0.5703 -0.7235
F 0.4080 1.8323 -0.1908
C 1.3729 -0.2581 0.1763
F 2.6328 0.1287 -0.0033
F 1.2679 -1.5598 -0.1356
F 1.0653 -0.1252 1.4755
H -1.0572 -0.9611 0.9353
H 0.8515 0.6000 -1.7328

Forces on atoms 1 to 2 (eV/Å):
F 0.09 0.12 0.06
C 0.11 -0.05 -0.24

So, what does the natural (NBO) scheme give us? The charges, in e, come out as:
1. F -0.316
2. C 0.787
3. F -0.326
4. O -0.505
5. C 0.388
6. F -0.326
7. C 0.918
8. F -0.303
9. F -0.316
10. F -0.313
11. H 0.126
12. H 0.186


Computed ΔE to the lowest compared entry with this formula, charge and spin, in the same sequence as the records: 56.4, 37.0, 26.8, 60.6, 92.3, 106.2, 8.9, 0.0, 31.0, 0.0 kcal per mole.